[1]
Below is a cluster of 2 separate species, C22H24BCl2F3O7S in total, with properties calculated with ωB97M-V/def2-TZVPD.

Element x y z (Å)
C (2.646, 0.481, 2.158)
C (2.863, 1.654, 1.261)
O (3.947, 1.929, 0.843)
O (1.835, 2.471, 0.934)
C (0.519, 1.908, 0.898)
C (0.313, 0.777, -0.095)
C (0.968, 0.744, -1.343)
C (1.914, 1.824, -1.829)
C (1.191, 3.162, -2.174)
C (-0.189, 2.899, -2.644)
F (-0.284, 2.380, -3.886)
C (-1.314, 3.095, -1.970)
F (-2.405, 2.379, -2.187)
F (-1.502, 4.012, -1.042)
C (0.728, -0.308, -2.231)
C (-0.158, -1.312, -1.880)
C (-0.825, -1.295, -0.660)
C (-0.609, -0.237, 0.247)
C (-1.391, -0.213, 1.538)
B (-0.773, -1.038, 2.739)
O (-1.399, -0.991, 3.971)
O (0.332, -1.815, 2.626)
C (-1.735, -2.433, -0.393)
O (-2.046, -2.808, 0.711)
C (-2.265, -3.162, -1.591)
S (-3.797, -4.023, -1.310)
C (-1.639, -3.187, -2.779)
C (-2.241, -3.908, -3.964)
C (-1.420, -3.946, -5.248)
O (-1.656, -2.795, -6.043)
C (-0.356, -2.432, -2.854)
O (0.527, -2.684, -3.638)
H (1.954, 0.672, 2.967)
H (2.225, -0.325, 1.556)
H (3.604, 0.123, 2.509)
H (-0.148, 2.728, 0.632)
H (0.259, 1.597, 1.904)
H (2.738, 2.008, -1.155)
H (2.358, 1.471, -2.757)
H (1.192, 3.828, -1.316)
H (1.739, 3.618, -2.996)
H (1.237, -0.319, -3.180)
H (-2.358, -0.675, 1.355)
H (-1.623, 0.808, 1.838)
H (-2.331, -0.777, 3.869)
H (0.368, -2.476, 3.325)
H (-4.617, -3.272, -2.065)
H (-3.209, -3.452, -4.159)
H (-2.442, -4.935, -3.654)
H (-1.789, -4.789, -5.831)
H (-0.367, -4.128, -5.073)
H (-0.985, -2.129, -5.868)
Cl (2.099, 2.930, 4.288)
C (1.570, 3.129, 5.978)
C (1.599, 1.820, 6.723)
Cl (0.365, 0.689, 6.114)
H (0.573, 3.562, 5.968)
H (2.250, 3.837, 6.449)
H (1.390, 1.992, 7.778)
H (2.568, 1.337, 6.635)

Atomic forces in eV per Å
-0.533 -0.538 -0.497
0.375 -0.004 0.503
0.659 0.339 -0.358
-0.546 -0.193 -0.375
0.022 -0.018 0.075
-0.109 -0.457 -0.104
0.248 -0.019 0.119
-0.373 0.017 -0.463
0.157 -0.053 -0.215
-0.044 0.955 0.127
0.040 -0.950 0.247
0.041 -0.450 -0.597
-0.390 0.558 -0.279
0.175 -0.377 0.678
-0.161 0.233 0.855
0.043 -0.032 -0.269
0.241 0.528 -0.027
0.025 -0.217 -0.167
0.388 0.211 -0.320
-0.395 0.009 0.402
-0.157 -0.408 -0.286
0.125 -0.014 -0.365
0.204 -0.216 -0.224
-0.131 0.015 0.455
-0.336 0.180 -0.341
-0.103 -0.272 0.399
-0.439 0.076 0.033
0.888 -0.089 0.318
-0.673 -0.258 -0.295
0.188 0.204 -0.064
0.093 0.313 0.452
0.118 -0.123 -0.453
-0.015 0.004 0.167
-0.139 -0.094 0.014
0.155 0.175 0.189
0.085 0.193 0.084
-0.082 -0.097 0.068
0.057 0.147 0.136
0.017 -0.164 -0.054
-0.083 0.098 0.060
0.146 0.300 0.137
-0.011 -0.150 -0.118
-0.155 -0.078 0.056
0.075 0.098 0.095
0.003 0.259 0.231
0.153 0.133 0.160
0.283 0.073 -0.188
-0.118 0.003 -0.232
-0.095 -0.067 0.117
-0.083 -0.009 -0.115
0.092 0.095 0.079
0.090 -0.065 0.081
-0.043 0.239 0.053
0.030 0.090 0.092
-0.001 -0.014 0.122
0.025 -0.039 -0.061
-0.027 -0.057 -0.048
0.052 -0.036 -0.022
-0.043 0.024 -0.013
-0.007 -0.009 -0.053

Output
LUMO energy (eV): -1.18
SMILES: CC(=O)OCc1c(CCC(F)=C(F)F)cc2c(c1CB(O)O)C(=O)C(S)=C(CCO)C2=O.ClCCCl
Molecular weight (Da): 571.21
E (eV): -82246.4984
Frontier orbital gap (eV): 8.1

=====

[2]
Below is the molecule C3H5N5, with properties calculated with ωB97M-V/def2-TZVPD.

Element x y z (Å)
H (1.470, 2.239, 0.099)
N (1.901, 1.326, 0.178)
C (1.342, 0.182, -0.120)
C (1.913, -1.131, -0.069)
N (-0.118, 0.106, -0.156)
N (-0.973, 1.113, -0.097)
C (-2.146, 0.432, 0.005)
N (-1.859, -0.854, 0.162)
N (-0.554, -1.070, 0.051)
H (1.907, -1.304, 1.169)
H (3.048, -1.072, -0.352)
H (1.287, -2.072, -0.622)
H (-3.151, 0.959, -0.151)

Atomic forces in eV per Å
-1.050 -0.596 0.159
0.663 -3.643 -1.612
-0.882 6.134 1.291
2.459 -3.925 1.664
2.689 1.895 0.112
-0.694 -0.523 -1.040
1.360 1.502 -0.225
-1.755 -2.628 -0.070
-4.393 0.364 0.199
0.039 -0.196 -3.306
-2.287 -0.233 0.417
2.129 3.103 1.669
1.721 -1.254 0.743

Output
LUMO energy (eV): 0.00
SMILES: [H]/N=C(/C)n1ncnn1
Molecular weight (Da): 111.11
E (eV): -10639.0179
Frontier orbital gap (eV): 10.2

=====

[3]
Below is the ion C6H8N with charge +1, with properties calculated with ωB97M-V/def2-TZVPD.

Element x y z (Å)
C (-1.600, -0.556, 3.167)
C (-1.501, -0.356, 1.863)
C (-0.181, -0.407, 1.239)
N (1.107, -0.656, 1.558)
C (0.916, -0.297, 0.266)
C (1.554, 0.104, -0.880)
C (0.622, 0.408, -2.109)
H (-2.439, -0.513, 3.697)
H (-0.746, -0.766, 3.745)
H (-2.245, -0.043, 1.125)
H (2.288, 0.900, -0.600)
H (2.322, -0.624, -1.234)
H (0.032, 1.371, -2.139)
H (-0.103, -0.467, -2.100)
H (1.286, 0.432, -3.055)

Atomic forces in eV per Å
2.524 -0.120 -1.799
0.995 0.579 -2.225
2.645 -0.040 -1.520
-0.528 0.230 -1.102
-3.886 -0.837 6.063
1.904 1.257 -3.731
0.171 -0.311 -0.783
-3.688 0.305 1.780
1.161 -0.349 0.495
-0.272 -0.324 0.797
-0.709 -0.021 0.044
-0.632 -0.139 0.518
0.792 -1.035 0.615
0.806 1.146 -0.663
-1.281 -0.340 1.511

Output
LUMO energy (eV): -5.48
Charge: +1
SMILES: C=CC1=[N+]=C1CC
Molecular weight (Da): 94.14
E (eV): -7830.9196
Frontier orbital gap (eV): 10.4

=====

[4]
Below is a structure of composition C26H66Ag2NO20P2, with properties calculated with ωB97M-V/def2-TZVPD.

Element x y z (Å)
Ag (-4.115, 0.886, 2.011)
Ag (-4.987, 1.341, -1.929)
N (-2.054, 0.067, -0.872)
O (-2.708, 0.816, -1.598)
O (-1.279, -0.772, -1.376)
O (-2.057, 0.345, 0.344)
C (-0.726, -3.146, 0.735)
O (0.206, -3.952, 0.067)
P (0.479, -5.460, 0.618)
O (-0.745, -6.220, 1.051)
O (1.426, -6.165, -0.535)
C (0.877, -6.312, -1.823)
O (1.594, -5.252, 1.815)
C (2.882, -4.759, 1.537)
H (-0.171, -2.296, 1.130)
H (-1.234, -3.604, 1.584)
H (-1.410, -2.719, 0.002)
H (0.557, -7.341, -1.989)
H (1.470, -5.986, -2.677)
H (-0.018, -5.699, -1.935)
H (3.132, -4.734, 0.477)
H (3.607, -5.390, 2.052)
H (2.960, -3.750, 1.941)
C (4.530, -4.901, -2.220)
O (3.672, -3.836, -2.549)
P (3.144, -3.650, -4.072)
O (2.625, -4.872, -4.792)
O (2.002, -2.501, -3.890)
C (1.033, -2.721, -2.880)
O (4.432, -2.949, -4.765)
C (4.878, -1.669, -4.285)
H (5.519, -4.501, -1.997)
H (4.605, -5.777, -2.864)
H (4.156, -5.471, -1.369)
H (0.146, -2.248, -3.303)
H (1.207, -2.108, -1.995)
H (0.779, -3.769, -2.720)
H (4.057, -1.065, -3.899)
H (5.245, -0.997, -5.061)
H (5.695, -1.738, -3.568)
C (-1.577, 1.349, -4.700)
O (-0.183, 1.461, -4.811)
C (0.437, 1.513, -3.470)
C (1.844, 2.130, -3.498)
O (1.788, 3.468, -3.899)
C (2.977, 4.281, -3.918)
H (-2.050, 2.107, -4.075)
H (-1.903, 0.389, -4.300)
H (-1.885, 1.527, -5.730)
H (0.563, 0.463, -3.206)
H (-0.207, 1.985, -2.726)
H (2.447, 1.606, -4.240)
H (2.344, 2.095, -2.530)
H (3.677, 4.192, -4.749)
H (3.550, 4.226, -2.993)
H (2.639, 5.312, -4.021)
C (-4.473, 4.153, 2.820)
O (-3.633, 3.027, 2.915)
C (-2.426, 3.343, 3.586)
C (-1.402, 2.295, 3.299)
O (-2.032, 1.019, 3.474)
C (-1.092, -0.056, 3.315)
H (-4.494, 4.763, 3.723)
H (-5.478, 3.790, 2.603)
H (-4.301, 4.800, 1.960)
H (-2.614, 3.243, 4.655)
H (-1.974, 4.275, 3.246)
H (-0.520, 2.544, 3.889)
H (-1.128, 2.414, 2.251)
H (-1.641, -0.855, 2.817)
H (-0.690, -0.505, 4.223)
H (-0.235, 0.261, 2.721)
C (-1.179, 3.413, -0.335)
O (-0.633, 4.595, 0.302)
C (0.391, 5.297, -0.443)
C (1.788, 4.645, -0.369)
O (2.401, 4.744, 0.929)
C (1.594, 4.598, 2.125)
H (-1.993, 3.018, 0.273)
H (-0.353, 2.714, -0.464)
H (-1.608, 3.537, -1.330)
H (0.571, 6.302, -0.063)
H (0.065, 5.447, -1.473)
H (2.507, 5.110, -1.044)
H (1.759, 3.600, -0.676)
H (2.222, 4.709, 3.008)
H (1.127, 3.614, 2.125)
H (0.787, 5.330, 2.165)
C (-4.852, -1.891, 0.721)
O (-4.489, -1.514, 2.039)
C (-5.596, -1.547, 2.932)
C (-5.148, -1.146, 4.323)
O (-4.780, 0.224, 4.423)
C (-4.126, 0.615, 5.619)
H (-4.018, -1.742, 0.035)
H (-5.616, -1.220, 0.327)
H (-5.087, -2.953, 0.658)
H (-6.020, -2.551, 2.956)
H (-6.441, -0.960, 2.571)
H (-4.258, -1.704, 4.614)
H (-6.000, -1.391, 4.957)
H (-4.603, 0.221, 6.517)
H (-4.226, 1.700, 5.648)
H (-3.090, 0.299, 5.738)
C (2.313, 0.443, 1.518)
C (1.924, 0.266, 0.064)
C (3.205, -0.290, -0.532)
O (4.194, 0.515, 0.132)
C (3.803, 0.669, 1.518)
H (2.023, -0.476, 2.029)
H (1.703, 1.216, 1.986)
H (1.702, 1.189, -0.471)
H (1.092, -0.427, -0.068)
H (3.383, -0.333, -1.606)
H (3.285, -1.337, -0.237)
H (4.143, 1.694, 1.664)
H (4.394, 0.019, 2.163)

Atomic forces in eV per Å
0.655 -0.178 0.388
0.959 -0.324 0.058
2.936 -0.849 0.868
-2.654 1.367 -2.467
-1.440 0.940 0.878
-0.157 -0.882 0.751
-0.199 1.271 0.406
0.707 -1.973 -0.253
0.514 -1.534 0.866
2.330 1.788 -0.804
-0.625 1.631 1.760
-1.635 -0.182 -1.246
-2.268 -0.762 -1.479
0.791 0.396 0.024
0.058 0.199 0.142
-0.089 -0.400 -0.284
-0.181 -0.331 0.129
0.206 -0.038 0.107
0.905 -0.104 0.512
-0.311 -0.026 0.173
-0.170 -0.067 0.006
-0.052 -0.012 -0.036
0.054 0.108 0.011
0.808 -1.478 1.005
-1.305 0.197 -1.072
-0.441 -1.360 -1.036
1.424 2.461 1.724
2.275 -0.851 -0.061
-1.583 0.909 -0.599
-1.240 0.281 0.134
-0.054 0.861 0.063
-0.025 -0.141 -0.072
-0.040 0.720 -1.250
-0.223 0.754 0.659
-0.330 -0.205 0.000
0.573 -0.583 0.320
0.438 0.164 0.304
-0.187 -0.383 0.484
0.114 -0.781 -0.699
-0.241 -0.413 0.184
0.002 0.068 -0.952
1.045 0.908 2.440
0.543 -0.702 -1.509
-0.050 0.163 -1.104
-0.017 1.681 -0.169
-0.663 0.208 0.162
0.197 0.457 0.236
0.055 -0.299 -0.184
-0.568 -0.376 0.120
0.028 -0.116 0.507
-0.213 0.267 -0.169
0.130 -0.512 0.115
-0.020 -0.521 0.423
-0.189 -0.918 -0.215
0.073 -0.335 0.242
-0.296 -0.023 0.157
-1.504 0.312 -0.516
0.321 0.537 -0.483
0.319 -1.057 0.523
-0.838 -0.253 -1.012
1.619 0.495 0.480
-0.272 -0.586 -0.429
0.092 -0.182 0.104
-0.139 -0.163 0.466
0.854 0.081 -0.055
-0.139 0.861 0.200
-0.456 0.425 0.297
0.092 -0.655 0.474
0.287 -0.344 -0.330
0.204 0.024 -0.243
-0.257 0.556 0.547
-0.188 -0.060 -0.263
0.556 0.398 -0.054
0.479 0.732 -0.907
-0.998 -0.621 0.506
0.603 0.263 0.702
-1.175 0.107 -0.071
0.556 -0.513 -0.255
0.454 0.027 0.323
-0.127 -0.516 0.215
0.171 0.742 -0.170
-0.600 0.004 0.562
0.361 -0.451 -0.280
-0.091 0.156 0.043
-0.235 -0.662 0.197
0.283 0.093 -0.433
-0.046 -0.131 -0.139
-0.080 0.236 -0.384
0.629 -0.024 -0.565
0.068 0.717 -0.393
0.062 -0.307 0.376
0.215 -0.139 0.014
-0.361 0.040 -0.821
-0.390 0.125 0.629
0.463 -0.015 0.396
-0.702 -0.271 0.131
-0.498 0.091 0.075
0.262 -0.334 0.272
0.069 0.646 -0.120
-0.177 -0.565 0.020
0.113 0.114 0.479
-0.547 -0.069 -0.098
0.285 -0.079 0.067
0.176 0.022 -0.684
-1.118 -0.280 0.461
-0.135 -0.408 -1.187
0.399 -0.067 0.778
0.092 -0.962 -0.292
0.746 0.788 -1.475
0.280 -0.086 0.206
0.277 0.284 0.147
-0.199 0.280 0.183
-0.161 0.138 -0.001
-0.186 0.715 0.005
0.255 -0.327 0.361
-0.283 0.161 0.738
-0.096 -0.186 -0.015

Output
LUMO energy (alpha / beta) (eV): -7.75 / -10.82
Charge: +2
Molecular weight (Da): 990.49
E (eV): -97023.5392
Multiplicity: 2
Frontier orbital gap (alpha / beta) (eV): 5.9 / 2.8

=====

[5]
Below is the ion C5H12FN2O2S2 with charge +1, with properties calculated with ωB97M-V/def2-TZVPD.

Element x y z (Å)
C (-1.437, 1.079, -0.236)
C (-1.179, 0.584, 2.384)
C (-0.162, 0.248, -0.596)
C (0.956, 1.100, -1.235)
C (0.251, -1.951, -2.490)
N (0.005, -0.811, 0.227)
N (-0.154, 0.369, 3.422)
O (-0.894, 0.392, -3.172)
O (-2.108, -1.126, -1.721)
F (1.259, -0.858, 0.895)
S (-0.996, 1.873, 1.265)
S (-0.896, -0.646, -2.168)
H (-1.623, 1.954, -1.043)
H (-2.202, 0.423, -0.098)
H (-1.218, -0.379, 1.800)
H (1.732, 0.448, -1.248)
H (1.363, 2.032, -0.712)
H (0.743, 1.407, -2.211)
H (0.193, -2.373, -3.452)
H (1.262, -1.785, -2.281)
H (0.042, -2.811, -1.917)
H (-0.398, -0.310, 4.129)
H (0.151, 1.227, 3.914)
H (0.854, 0.158, 3.222)

Atomic forces in eV per Å
2.395 2.871 -1.757
0.879 -1.774 -2.040
0.034 2.244 -3.160
-0.277 1.742 2.990
-0.550 -0.489 0.162
0.422 -1.535 1.649
2.474 1.792 1.209
0.303 -1.022 0.140
-3.754 -2.226 1.158
-0.448 0.667 -0.710
-0.061 1.168 1.796
3.117 2.462 -1.521
0.270 -2.323 1.814
-2.608 -1.400 0.207
-0.781 0.703 0.944
2.859 -1.717 -0.386
-1.002 -1.337 -0.070
-0.711 0.274 -1.311
-0.397 0.323 -1.740
1.484 1.199 0.217
-0.901 -0.679 1.337
-0.636 -0.255 0.249
-1.347 0.203 0.286
-0.767 -0.891 -1.464

Output
LUMO energy (alpha / beta) (eV): -5.33 / -5.14
Charge: +1
Molecular weight (Da): 215.29
E (eV): -36828.5002
Frontier orbital gap (alpha / beta) (eV): 7.7 / 7.7

=====

[6]
Below is the molecule C4H12NOPS, with properties calculated with ωB97M-V/def2-TZVPD.

Element x y z (Å)
C (-1.674, -0.880, -1.303)
C (-1.879, 1.196, -0.280)
C (0.105, 0.098, 2.267)
C (3.035, -0.102, -0.746)
N (-1.216, -0.102, -0.191)
O (0.909, -2.121, 0.284)
P (0.337, -0.414, 0.513)
S (1.738, 1.052, -0.152)
H (-2.591, -1.178, -0.948)
H (-1.756, -0.323, -2.322)
H (-0.885, -1.721, -1.456)
H (-1.140, 1.789, -0.935)
H (-2.922, 1.106, -0.803)
H (-1.979, 1.632, 0.640)
H (-0.881, 0.695, 2.360)
H (0.110, -0.828, 2.936)
H (0.809, 0.777, 2.668)
H (2.765, -1.066, -0.602)
H (4.008, 0.254, -0.169)
H (3.105, 0.136, -1.759)

Atomic forces in eV per Å
3.893 -0.925 -2.392
0.776 -0.205 -3.459
-2.623 -0.460 0.373
1.939 3.629 2.009
1.036 0.499 0.740
-2.073 4.270 0.909
0.442 -5.193 -0.636
0.600 1.439 -0.129
-2.368 -1.481 -0.161
0.158 -0.575 1.754
-1.796 0.937 0.218
-1.728 -0.056 0.745
1.989 0.110 1.031
-0.312 1.305 2.317
1.236 -1.327 0.014
-0.257 1.148 -1.096
1.252 0.563 0.016
-0.778 -3.186 0.765
-1.927 -0.926 -1.257
0.543 0.432 -1.760

Output
LUMO energy (alpha / beta) (eV): 0.65 / -3.60
Molecular weight (Da): 153.19
E (eV): -27997.8387
Multiplicity: 3
Frontier orbital gap (alpha / beta) (eV): 5.5 / 4.7